C4H7NO | ωB97M-V/def2-TZVPD

The geometry in ORCA input format:
```
! RIJCOSX wB97M-V def2-TZVPD def2/J DEFGRID3
* xyz 0 1
H -0.26400 -1.05909 1.72681
O -0.85895 -0.07523 -1.03947
H -0.36330 -2.07235 -1.92617
H 0.71918 1.21328 -1.24088
C -0.16341 -1.08377 -0.42321
H -0.86091 1.96408 -0.88615
H 0.94380 1.51757 1.17356
H 1.36718 -0.87915 1.08767
H -0.78635 1.20627 1.41651
C -0.20428 1.12654 -0.65159
C 0.09319 0.92256 0.83505
C 0.32341 -0.59815 0.92625
N 0.05445 -2.18257 -0.99839
*
```

Computed properties:
HOMO energy in eV: -10.05
Structure (SMILES): [H]/N=C1/CCCO1
Orbital gap in eV: 11.019

natural (NBO) atomic charge list, values in e, 2 entries:
1. H 0.24
2. O -0.52

***

C23H32N4O | ωB97M-V/def2-TZVPD

The geometry in ORCA input format:
```
! RIJCOSX wB97M-V def2-TZVPD def2/J DEFGRID3
* xyz 0 1
N -2.98411 -0.08560 0.90430
N -1.64163 -1.81833 1.40698
H 2.60104 -3.51478 -2.59057
H 2.75538 -1.21423 -3.14280
H -0.42087 2.07770 0.81394
H 5.15916 3.59873 1.85571
C -3.36510 0.09311 3.87070
H 1.26993 2.51968 -1.67013
H -1.79399 -0.84626 3.94660
C 0.63643 0.69696 -3.54625
H -2.44748 -3.09846 -1.64482
C 0.26926 1.95313 -1.87751
H -0.42421 2.44221 -3.76482
H 2.26881 -2.75045 -1.35860
C 0.41193 1.39339 0.48887
C -2.03466 -1.79187 0.10086
C -0.22866 1.64182 -3.26615
H 0.62221 -4.34084 -1.21382
H -1.36719 -3.78686 -0.08144
H 2.13543 0.35595 -1.40389
C -2.28446 -0.00786 3.12262
C -1.60849 -2.96878 -0.90113
C 2.68927 1.22526 1.31587
H 0.24733 -3.88206 -2.91740
H 1.35675 -1.91355 -4.34253
H 0.22229 0.00332 -4.56462
H -0.80058 -1.78684 -3.40809
H -5.36824 -0.78830 4.47254
H -1.27994 -0.66783 -1.95801
C 1.67899 2.06833 0.97255
C 0.95846 -0.67694 -2.54907
C 1.78064 3.64503 0.88564
C -2.24142 -0.54088 1.87121
C -3.69988 0.30263 5.20634
H 4.88711 1.26404 1.77371
H 1.39822 -0.80810 -0.44914
C -4.25172 -0.88431 4.33574
H -4.23888 1.21732 5.71071
N -0.31837 -2.37500 -1.48250
H 2.87175 0.20717 1.34963
H 0.90142 4.07508 0.49018
H -3.73498 -1.93167 4.51911
H 1.59331 0.99137 -3.90180
H -0.38121 2.83167 -1.18947
C 3.13622 4.09678 1.12546
C 0.67930 -3.62509 -2.04626
N 0.29011 1.00651 -0.77121
H -1.51229 0.80246 3.30396
H 0.40369 0.19950 1.23474
H -2.76990 0.11453 5.84933
H 3.30753 5.13355 1.10837
H -4.00686 1.03769 3.00621
H -1.31076 1.27873 -3.03231
C 3.94429 1.91645 1.62918
O -2.92428 -1.12294 -0.27858
C 4.16650 3.24927 1.49720
C 1.97754 -1.78933 -3.09292
C 1.32654 0.06097 -1.10727
C 1.92283 -3.01701 -2.27595
C -0.42952 -1.46619 -2.33923
*
```

Computed properties:
HOMO energy in eV: -8.07
Orbital gap in eV: 8.866

natural (NBO) atomic charge list, values in e, 2 entries:
1. N -0.17
2. N -0.55

***

C8H8BrO | ωB97M-V/def2-TZVPD

The geometry in ORCA input format:
```
! RIJCOSX wB97M-V def2-TZVPD def2/J DEFGRID3
* xyz 1 1
C 1.64932 0.33314 1.09841
H 1.94801 -1.26668 -0.36847
C -0.78613 -0.54486 0.21025
C 0.57881 0.30128 -0.00526
C -1.21309 1.54483 -0.69111
H 0.79297 2.44076 -0.49886
H 2.03559 1.27981 1.26786
C 1.91579 -0.21857 -0.25288
C -1.32227 -2.07207 -0.19826
H -1.81432 2.39310 -1.13686
C 0.14177 1.57910 -0.43781
H -2.94091 0.05998 -0.41414
H 1.40929 -0.30689 1.98900
O -2.42490 -2.25941 -0.56239
Br 0.03902 -3.47688 -0.06607
C -1.80477 0.29180 -0.35906
H 2.54876 0.50765 -0.92426
H -0.75295 -0.58607 1.34990
*
```

Computed properties:
HOMO energy (spin up / spin down) in eV: -14.61 / -14.61
Orbital gap (spin up / spin down) in eV: 8.258 / 8.258

natural (NBO) atomic charge list, values in e, 2 entries:
1. C -0.33
2. H 0.27

***

C22H32N7O2OsS | ωB97M-V/def2-TZVPD

The geometry in ORCA input format:
```
! RIJCOSX wB97M-V def2-TZVPD def2/J DEFGRID3
* xyz 3 5
H -1.24631 0.02278 4.27583
C 2.48098 3.82114 -1.28876
H 0.97523 5.87926 -1.42607
H 3.09208 -4.28028 -1.99830
H -2.47419 -2.06712 -1.89414
H -4.60394 3.40875 3.38753
N 3.04423 -1.77244 -1.03447
H 0.66026 -0.82383 -5.08389
C -1.98670 -4.49133 1.33332
C -1.78177 0.96985 4.25453
C -4.03785 2.48022 3.37729
N 1.80102 -2.23495 -0.69341
C 0.32198 5.04883 -1.17526
H 2.85041 2.83056 -1.53952
C 2.62033 -4.51725 -1.04280
H 2.19752 -5.51119 -1.13136
C -3.19978 0.83225 4.80540
H 0.80574 2.13289 -0.00473
H -3.16075 0.55373 5.85583
H 3.65654 -2.39016 -1.54632
N -0.96205 0.24392 0.95545
H 2.79394 4.54757 -2.03912
C 0.70088 1.21968 -4.43600
H 5.19530 0.47482 -0.28927
C 3.53556 -0.65682 -0.44776
H 0.40224 -1.72444 -2.83983
H -2.90288 -0.75851 -1.22605
H -2.87535 -4.69076 1.91536
C 0.36349 2.56947 -0.90710
O -3.87367 2.06573 4.71265
H -1.76032 -6.49591 0.60127
Os 0.27331 -0.92316 -0.04512
H -4.59250 1.72779 2.80132
C 0.62572 2.06190 -3.34103
C -1.38709 0.84466 1.86852
C 0.49133 -0.64839 -2.95174
C -1.46261 -3.20908 1.28332
N 4.76799 -0.29915 -0.77264
C -0.19750 -5.19293 -0.09107
H -0.68843 2.78381 -0.71539
H -2.77796 2.99138 1.67997
H 0.29411 -5.96785 -0.66034
H -1.23904 1.70865 4.84557
H -1.94944 -2.39104 1.79541
C -2.67388 2.72138 2.72928
H 3.39915 -4.56526 -0.27436
H -0.50749 4.99666 -1.88695
C 0.62117 -0.14788 -4.23959
O -2.27427 -1.48583 -1.14955
H 0.80806 1.63329 -5.42979
H -2.15828 3.51631 3.27055
N -1.86650 1.48706 2.86630
H -3.73963 0.05486 4.24791
H 0.64514 3.13507 -3.50438
C 0.43768 0.17854 -1.82323
S 2.63242 0.23475 0.67752
C -1.35836 -5.49142 0.61404
H 5.36078 -0.83698 -1.38904
N -0.35262 -2.91566 0.60843
H 2.91355 4.13236 -0.32809
N 1.04833 3.80898 -1.17611
C 1.59241 -3.51130 -0.65177
H -0.11464 5.22309 -0.18467
C 0.30080 -3.90293 -0.05912
C 0.49612 1.56185 -2.04446
*
```

Computed properties:
HOMO energy (spin up / spin down) in eV: -15.91 / -16.37
Orbital gap (spin up / spin down) in eV: 6.973 / 5.840

natural (NBO) atomic charge list, values in e, 2 entries:
1. H 0.23
2. C -0.47

***

Short version: energy relative to the best compared isomer or geometry (same formula, charge and spin) = 89.9, 2255.0, 0.0, 0.0 kJ/mol, in the order given.